# 1
105
Properties=species:S:1:pos:R:3 method="wB97M-V/def2-TZVPD" e_homo_ev="-9.038 / -9.802" orbital_gap_ev="9.0 / 7.3" max_force_ev_per_a=3.10 e_tot_ev=-94921.392 relative_energy_kj_mol=0.0 spin_multiplicity=2
Zn -1.33565 -3.53567 1.39541
C 0.26259 -0.33616 0.63306
C -0.86112 -0.77965 -0.23298
O -1.22953 -2.18919 -0.15472
H 0.03306 -0.55668 1.67556
H 0.39590 0.74215 0.54612
H 1.22064 -0.78634 0.37311
H -0.48346 -0.56230 -1.23209
H -1.69177 -0.14426 0.07429
C -0.33660 3.07353 1.75891
C 0.31809 4.20809 0.99435
C 0.92624 3.86981 -0.44480
O -0.71178 5.13943 0.78967
H -0.73747 3.41578 2.71299
H 0.37393 2.26933 1.94996
H -1.13194 2.60176 1.18188
H 1.09762 4.67501 1.59636
H 0.19778 3.26541 -0.98530
H 1.90559 3.39377 -0.39612
H 1.07634 4.82515 -0.94768
H -1.02929 4.96008 -0.09838
C -4.74651 1.19509 -1.71760
C -3.65565 2.21721 -2.06459
C -2.52874 1.57769 -2.84490
O -4.16538 3.21507 -2.96854
H -4.23863 0.25018 -1.52447
H -5.45447 0.93455 -2.50437
H -5.24003 1.57429 -0.82275
H -3.27616 2.66311 -1.14521
H -2.13791 0.64875 -2.42967
H -1.60452 2.13943 -2.98040
H -2.86511 1.36246 -3.85912
H -5.12027 3.27423 -2.88925
C -4.43504 -2.15627 -3.07366
C -3.24361 -3.15399 -3.36201
C -2.09616 -2.30560 -3.89018
O -2.78219 -3.70385 -2.06115
H -5.34373 -2.68078 -2.77825
H -4.46939 -1.23147 -3.64955
H -4.18562 -1.73453 -2.09999
H -3.58615 -3.99284 -3.96789
H -2.18552 -1.94129 -4.91360
H -1.20123 -2.92725 -3.86276
H -1.66341 -1.52505 -3.26442
H -2.50287 -2.93573 -1.55756
C 4.74054 -0.77801 0.07320
C 4.73879 0.63805 0.66849
C 6.08945 0.88618 1.39294
O 4.66219 1.59748 -0.31785
H 4.92637 -1.51428 0.85516
H 5.44748 -0.89842 -0.74769
H 3.74767 -1.07519 -0.26441
H 3.89237 0.70415 1.35208
H 6.09375 0.02396 2.05978
H 6.09566 1.92171 1.73313
H 6.99369 0.86141 0.78479
H 3.79289 1.57438 -0.72454
C 1.11592 -1.60601 6.36698
C 0.26101 -0.75519 5.39288
C 1.21230 0.00033 4.53911
O -0.60915 -1.62054 4.67661
H 1.74645 -2.32345 5.84181
H 0.48724 -2.33887 6.87275
H 1.70714 -1.08392 7.11930
H -0.25097 0.00517 5.98266
H 1.44215 -0.49788 3.59727
H 2.20459 0.30376 4.87286
H 0.79721 0.92671 4.14209
H -0.16315 -2.42562 4.40361
C 1.39706 1.16394 -4.27087
C 2.49818 0.67178 -3.34696
C 3.84998 0.92930 -3.93142
O 2.33107 1.27030 -2.11525
H 0.41559 1.04927 -3.81079
H 1.40901 0.53632 -5.16196
H 1.41655 2.21692 -4.55184
H 2.34036 -0.40665 -3.36048
H 4.63165 0.39708 -3.38936
H 4.17454 1.96969 -3.95034
H 3.94321 0.66482 -4.98473
H 1.64761 0.72574 -1.71784
C 1.74262 -4.83665 -0.75567
C 2.05448 -3.48229 -1.44490
C 3.34355 -3.47984 -2.27835
O 1.09009 -3.24286 -2.40723
H 1.97923 -5.64750 -1.44461
H 0.67774 -4.95855 -0.55749
H 2.34842 -4.97660 0.13961
H 2.03108 -2.65221 -0.73885
H 3.42898 -2.60580 -2.92399
H 3.36250 -4.27264 -3.02615
H 4.25362 -3.64711 -1.70225
H 0.40369 -2.93767 -1.80948
C -3.61965 1.06515 2.65022
C -3.17325 0.91375 4.10194
C -3.58765 2.11494 5.02485
O -3.84515 -0.22567 4.68161
H -3.59021 0.10440 2.13623
H -3.06554 1.87540 2.17632
H -4.69832 1.19325 2.55981
H -2.09995 0.72377 4.09622
H -4.59778 2.07191 5.43214
H -3.43673 3.06335 4.50924
H -2.95522 2.04866 5.91013
H -4.80380 -0.23607 4.63177

---

# 2
56
Properties=species:S:1:pos:R:3 method="wB97M-V/def2-TZVPD" e_homo_ev=-10.952 orbital_gap_ev=6.9 max_force_ev_per_a=0.36 e_tot_ev=-58370.222 total_charge=+1 relative_energy_kj_mol=0.0
Al -0.34607 0.61137 0.49294
C 1.61661 -0.42821 4.15920
C 0.83785 -0.35567 2.89452
N 0.76168 0.69464 2.16847
N 1.34508 1.86165 2.54357
C 0.56796 2.87113 2.19305
N 1.00134 4.11240 2.44113
S -0.98161 2.67219 1.40964
C -0.04932 -1.43353 2.40970
C -0.16731 -2.66605 3.01976
C -1.16433 -3.54004 2.60237
C -2.03535 -3.14435 1.60385
C -1.83941 -1.91160 1.00906
N -0.85226 -1.08774 1.37084
H 1.57691 0.54087 4.65342
H 1.24578 -1.19598 4.83253
H 2.66717 -0.63320 3.93871
H 1.84070 4.23749 2.98358
H 0.38546 4.89341 2.30227
H 0.49891 -2.93738 3.82498
H -1.26846 -4.50795 3.07358
H -2.85134 -3.77008 1.27433
H -2.48881 -1.56875 0.22031
C 2.40815 -0.63818 -2.74797
C 1.29406 -0.64742 -1.71207
N 1.38736 0.40308 -0.64321
C 2.73587 0.35026 -0.01432
C 3.10027 -1.01455 0.54706
C 1.17363 1.75997 -1.23214
C -0.25877 1.88392 -1.79639
N -1.15242 0.91134 -1.12627
C -2.24906 0.53423 -1.89605
C -2.51407 -0.79514 -2.22469
F -1.64348 -1.75596 -1.84185
C -3.60502 -1.16050 -2.99387
F -3.78511 -2.45895 -3.26239
C -4.47039 -0.21962 -3.50277
C -4.20977 1.10850 -3.21632
F -5.02231 2.05803 -3.68062
C -3.13550 1.47713 -2.42922
F -2.96325 2.77220 -2.13428
H 2.13063 -1.32386 -3.54805
H 2.54377 0.34190 -3.20596
H 3.36892 -0.96779 -2.35479
H 0.33867 -0.51987 -2.20467
H 1.25505 -1.61172 -1.20355
H 3.47092 0.63814 -0.77033
H 2.77218 1.11513 0.75873
H 3.41735 -1.70870 -0.23043
H 3.93069 -0.90512 1.24412
H 2.27246 -1.48000 1.08207
H 1.34933 2.48324 -0.43133
H 1.91078 1.96490 -2.00916
H -0.58707 2.91586 -1.66143
H -0.24767 1.68118 -2.87102
H -5.31736 -0.50629 -4.10866

---

# 3
19
Properties=species:S:1:pos:R:3 method="wB97M-V/def2-TZVPD" e_homo_ev="-15.018 / -13.876" orbital_gap_ev="8.5 / 2.5" max_force_ev_per_a=2.52 e_tot_ev=-13505.332 total_charge=+1 relative_energy_kj_mol=27.8 spin_multiplicity=2
O -2.56676 1.67407 1.45029
C -2.13941 2.60634 0.84451
H -2.20053 3.63791 1.24571
H -1.94218 2.52503 -0.23694
H 2.58074 0.14762 -0.18786
H 3.04997 -0.36332 -1.59441
O 2.79360 0.39819 -1.08451
H -0.35953 -3.28424 -1.36902
H -0.39935 -1.74942 -1.61985
O -0.67548 -2.44852 -1.02393
H -0.68345 -1.60995 0.65471
H -1.27991 -0.54336 1.56132
O -0.54690 -1.16655 1.50602
H 0.91339 0.42358 -1.99389
H -0.61231 0.52827 -2.04051
O 0.12361 0.14180 -2.48279
H 1.23400 -0.63449 1.14127
H 2.60004 -0.90611 1.81718
O 2.13119 -0.28153 1.24882